{
  "formula": "CH13CuO6",
  "method": "ωB97M-V with the def2-TZVPD basis set",
  "species": ["Cu", "C", "O", "H", "H", "H", "O", "H", "H", "O", "H", "H", "O", "H", "H", "O", "H", "H", "O", "H", "H"],
  "xyz": [[-0.0560, -0.4921, 0.4263], [-0.9308, 1.7357, -0.5280], [0.0257, 0.7914, -0.7283], [-0.9399, 2.4098, -1.4088], [-0.5912, 2.3043, 0.3623], [-1.8859, 1.2454, -0.4154], [-1.6329, -1.4398, 0.6121], [-2.5622, -1.2039, 0.5869], [-1.4609, -1.8035, 1.4778], [1.3113, -1.7824, 0.0268], [1.2310, -1.7985, -0.9294], [2.0378, -1.2020, 0.2202], [-1.9257, -0.5885, -2.3586], [-2.5292, -1.2907, -2.0058], [-1.5699, -0.0516, -1.6681], [2.9246, 0.2121, -0.2705], [2.1113, 0.6443, -0.5290], [3.4770, 0.7694, 0.2203], [0.7232, 0.3335, 2.1331], [0.9721, 1.2115, 1.9668], [1.2706, -0.0044, 2.8092]],
  "atomic_forces_ev_per_a": [[0.0, -1.2, 1.8], [1.5, 1.3, -0.4], [1.6, 2.1, -3.3], [-0.5, 0.2, 0.4], [-1.1, 0.5, 0.0], [-1.1, 0.5, 0.5], [-2.1, -1.6, 0.3], [-0.2, 0.2, 0.1], [-0.3, -0.4, 0.5], [0.2, -2.6, -0.2], [0.2, -0.1, -0.2], [1.3, 0.6, -0.1], [-1.6, -1.8, -1.1], [1.1, 1.2, -0.2], [0.8, 0.2, 1.0], [-0.1, -1.8, -0.8], [-1.0, 0.9, -0.2], [1.0, 1.5, 0.9], [-1.1, -0.9, 0.4], [0.6, 1.9, -0.4], [1.0, -0.5, 1.2]],
  "lowdin_charge": [0.194, -0.291, -0.423, 0.086, 0.073, 0.054, -0.024, 0.089, 0.082, -0.032, 0.088, 0.003, -0.061, 0.054, -0.055, -0.015, 0.024, 0.032, 0.016, 0.047, 0.059],
  "lumo_ev": -0.09,
  "homo_energy_ha": -0.237,
  "orbital_gap_ev": 6.35
}


{
  "formula": "C23H40F7N2O4PS",
  "method": "ωB97M-V with the def2-TZVPD basis set",
  "species": ["O", "C", "O", "C", "C", "F", "F", "C", "F", "F", "C", "F", "F", "F", "P", "S", "H", "H", "H", "H", "C", "C", "C", "C", "C", "C", "N", "O", "C", "C", "C", "H", "H", "H", "H", "H", "H", "H", "H", "H", "H", "H", "H", "H", "H", "H", "H", "H", "H", "C", "C", "C", "C", "C", "C", "N", "O", "C", "C", "C", "H", "H", "H", "H", "H", "H", "H", "H", "H", "H", "H", "H", "H", "H", "H", "H", "H", "H"],
  "xyz": [[6.7008, -4.2819, 0.8941], [6.5749, -3.7060, -0.1378], [5.8009, -4.1636, -1.1717], [4.4084, -4.2701, -0.9123], [3.6277, -3.0313, -1.3778], [2.6233, -3.4132, -2.2059], [4.4268, -2.1852, -2.0600], [2.9857, -2.2776, -0.1913], [2.1499, -3.1406, 0.4152], [3.9761, -1.9761, 0.6657], [2.1702, -0.9745, -0.5188], [2.5302, -0.4439, -1.6859], [0.8725, -1.2556, -0.5821], [2.3647, -0.0690, 0.4294], [7.5155, -2.1047, -0.4219], [7.8504, -1.0682, 1.1640], [4.2372, -4.4582, 0.1510], [4.0280, -5.1165, -1.4899], [8.6330, -2.6054, -1.1073], [6.7896, -1.4913, -1.4481], [-0.9189, -3.1440, 3.6180], [-1.6367, -2.5807, 2.3878], [-1.1232, -1.1793, 2.0404], [-1.5905, -0.1039, 3.0194], [-3.1132, -0.1039, 3.1408], [-3.6875, -1.4715, 3.5262], [-3.1238, -2.4997, 2.5835], [-3.7809, -2.5945, 1.4865], [-3.3857, -1.7994, 4.9937], [-5.2032, -1.4758, 3.3624], [-1.3667, -3.5421, 1.2363], [-1.3271, -4.1208, 3.8815], [0.1366, -3.2707, 3.3730], [-0.9663, -2.5071, 4.4938], [-1.4750, -0.9229, 1.0359], [-0.0316, -1.2088, 1.9978], [-1.1252, -0.2513, 3.9976], [-1.2562, 0.8744, 2.6690], [-3.4428, 0.6281, 3.8827], [-3.5455, 0.1952, 2.1808], [-3.5433, -2.8595, 5.1950], [-4.0701, -1.2302, 5.6232], [-2.3807, -1.5323, 5.3061], [-5.5032, -1.1798, 2.3618], [-5.6298, -0.7723, 4.0793], [-5.6117, -2.4669, 3.5625], [-1.8105, -4.5180, 1.4348], [-0.2871, -3.6633, 1.1358], [-1.7657, -3.1718, 0.2962], [0.8605, 2.6335, -3.8662], [0.6013, 3.1066, -2.4328], [-0.2768, 2.1059, -1.6712], [-1.7351, 2.1151, -2.1240], [-2.3209, 3.5233, -2.0344], [-1.5085, 4.5665, -2.8102], [-0.0684, 4.4502, -2.3893], [0.2031, 5.1132, -1.3260], [-1.6892, 4.3878, -4.3227], [-1.9798, 5.9734, -2.4599], [1.9580, 3.2325, -1.7516], [1.4479, 3.3747, -4.4101], [1.4353, 1.7072, -3.8241], [-0.0370, 2.4240, -4.4366], [-0.2341, 2.3520, -0.6052], [0.1581, 1.1101, -1.7881], [-1.8207, 1.7261, -3.1421], [-2.3158, 1.4404, -1.4921], [-3.3472, 3.5403, -2.4103], [-2.3590, 3.8255, -0.9832], [-0.9204, 4.9318, -4.8723], [-2.6599, 4.7958, -4.6056], [-1.6808, 3.3517, -4.6472], [-1.9518, 6.1550, -1.3898], [-3.0072, 6.0903, -2.8088], [-1.3583, 6.7233, -2.9502], [2.5710, 4.0019, -2.2211], [2.4759, 2.2753, -1.8386], [1.8597, 3.4723, -0.6966]],
  "atomic_forces_ev_per_a": [[-0.3, 0.0, 0.0], [0.2, -0.2, 0.3], [-0.1, 0.7, -0.2], [0.1, -0.7, 0.1], [-0.2, 0.3, -0.1], [0.0, 0.0, 0.0], [0.1, 0.0, 0.0], [0.0, 0.0, -0.2], [-0.1, -0.1, 0.2], [0.2, 0.2, 0.1], [0.0, -0.1, -0.1], [0.1, 0.0, -0.1], [0.0, -0.1, 0.0], [0.0, 0.0, 0.2], [0.1, 0.2, 0.2], [0.0, -0.1, -0.1], [0.0, 0.0, -0.1], [0.1, 0.1, 0.1], [0.0, -0.1, -0.1], [-0.1, -0.1, -0.1], [-0.1, 0.0, 0.0], [0.1, -0.2, 0.2], [0.0, 0.2, 0.0], [0.0, -0.1, 0.0], [0.1, 0.1, -0.1], [-0.1, -0.2, 0.2], [0.1, 0.5, -0.4], [0.0, -0.2, 0.2], [0.0, -0.1, 0.0], [0.0, 0.1, 0.0], [0.1, 0.0, -0.1], [0.0, 0.0, 0.0], [0.0, 0.0, 0.0], [0.0, 0.0, 0.0], [0.0, 0.0, 0.0], [0.0, 0.0, 0.0], [0.0, 0.0, 0.0], [0.0, 0.0, 0.0], [0.0, 0.0, 0.0], [0.0, -0.1, 0.0], [0.0, 0.0, 0.0], [0.0, 0.0, 0.0], [0.0, 0.0, 0.0], [0.0, 0.0, 0.0], [0.0, 0.0, 0.0], [0.0, 0.0, 0.0], [0.0, 0.0, 0.0], [0.0, 0.0, 0.0], [0.0, 0.0, 0.0], [0.0, 0.1, 0.0], [0.2, 0.0, -0.3], [-0.1, 0.0, 0.1], [0.0, 0.1, 0.0], [0.0, -0.1, 0.1], [0.0, 0.1, -0.2], [-0.3, -0.3, 0.5], [0.1, 0.1, -0.2], [0.1, 0.0, 0.0], [-0.1, 0.0, 0.1], [0.1, -0.1, 0.2], [0.0, 0.0, 0.0], [0.0, 0.0, 0.0], [0.0, 0.0, 0.0], [0.0, 0.1, 0.0], [0.0, 0.0, 0.0], [0.0, 0.0, 0.0], [0.0, 0.0, 0.0], [0.0, 0.0, 0.0], [0.0, 0.0, 0.0], [0.0, 0.0, 0.0], [0.0, 0.0, 0.0], [0.0, 0.0, 0.0], [0.0, 0.0, 0.0], [0.0, 0.0, 0.0], [0.0, 0.0, 0.0], [0.0, 0.0, 0.0], [0.0, 0.0, 0.0], [0.0, 0.0, 0.0]],
  "lowdin_spin": [0.000, 0.000, 0.000, 0.000, 0.000, 0.000, 0.000, 0.000, 0.000, 0.000, 0.000, 0.000, 0.000, 0.000, 0.000, 0.000, 0.000, 0.000, 0.000, 0.000, 0.003, 0.025, 0.017, 0.001, 0.016, 0.025, 0.388, 0.515, 0.004, -0.001, -0.001, 0.001, 0.000, 0.000, 0.002, 0.002, 0.000, 0.001, 0.002, 0.002, 0.001, 0.000, 0.000, 0.000, 0.000, 0.000, 0.000, 0.000, 0.000, 0.003, 0.025, 0.017, 0.001, 0.016, 0.025, 0.387, 0.516, 0.004, -0.001, -0.001, 0.001, 0.000, 0.000, 0.002, 0.002, 0.000, 0.001, 0.002, 0.002, 0.001, 0.000, 0.000, 0.000, 0.000, 0.000, 0.000, 0.000, 0.000],
  "spin_multiplicity": 3,
  "lumo_ev": [-0.07, -0.07],
  "homo_energy_ha": [-0.296, -0.341],
  "orbital_gap_ev": [7.98, 9.20]
}